The following is a quantum chemistry calculation of an isolated molecule of ClF in a non-equilibrium geometry, from the Open Molecules 2025 dataset.

SMILES: FCl
Gap between HOMO and LUMO: 11.32 eV
2S+1: 1
Relative energy (zero: lowest compared OMol25 entry of this formula, charge and spin): 1.08 kcal per mole
Highest occupied orbital energy: -0.4291 Ha

CARTESIAN COORDINATES (ANGSTROEM)
F (0.578739, -0.526605, 0.072159)
Cl (-0.578739, 0.526605, -0.072159)

Force components x, y, z for each atom (eV/Å):
F 1.4 -1.3 0.2
Cl -1.4 1.3 -0.2

Here is what natural (NBO) gives for the atomic charges, in e: -0.36, 0.36

***

The following is a quantum chemistry calculation of a structure of composition C9H15IN4PbS2 in a non-equilibrium geometry, from the Open Molecules 2025 dataset.

Gap between HOMO and LUMO (spin up / spin down): 4.98 / 3.29 eV
Charge: +2
2S+1: 1
Highest occupied orbital energy (spin up / spin down): -0.5207 / -0.5297 Ha

CARTESIAN COORDINATES (ANGSTROEM)
C (1.864588, -0.760904, 0.374317)
C (0.940902, 1.818795, -0.010936)
H (1.910538, -0.953096, 1.447641)
H (2.649637, -0.066548, 0.072202)
H (1.952156, -1.684511, -0.207395)
H (0.150121, 2.574707, 0.018641)
H (1.545496, 1.897910, 0.892230)
H (1.554525, 1.935009, -0.907000)
Pb (0.000000, 0.000000, 0.000000)
C (0.474315, -0.164129, -2.013328)
H (0.109149, 0.739290, -2.509201)
H (-0.041279, -1.049145, -2.397097)
H (1.552779, -0.260605, -2.144347)
I (-0.689276, 0.280427, 2.683276)
N (0.262974, -3.655708, 0.999359)
C (-0.957208, -3.075103, 0.589101)
N (-1.150831, -1.781508, 0.211447)
C (-2.466467, -1.517818, -0.028632)
C (-3.330027, -2.599777, 0.117556)
S (-2.409542, -3.926367, 0.584162)
C (-2.862797, -0.152824, -0.443187)
C (-4.156149, 0.242220, -0.771125)
S (-4.077478, 1.821660, -1.334410)
C (-2.407750, 1.932979, -1.158348)
N (-1.896945, 0.796489, -0.600927)
N (-1.673731, 3.042466, -1.641500)
H (0.282708, -4.647500, 1.276499)
H (1.121895, -3.117044, 1.109397)
H (-4.400032, -2.596538, -0.036825)
H (-5.049204, -0.365787, -0.723356)
H (-2.181467, 3.843500, -2.043661)
H (-0.661728, 3.007872, -1.796407)

Atoms 1-3, force components in eV/Å:
C 4.4 -2.0 1.8
C 2.3 4.8 0.9
H 0.2 0.1 0.0

Here is what Löwdin gives for the atomic charges, in e: -0.22, -0.21, 0.02, 0.06, 0.05, 0.03, 0.04, 0.06, 0.74, -0.25, 0.01, 0.02, 0.03, 0.50, 0.18, -0.55, -0.10, -0.32, -0.23, 1.23, -0.31, -0.25, 1.23, -0.55, -0.08, 0.15, 0.14, 0.10, 0.11, 0.11, 0.14, 0.11

***

The following is a quantum chemistry calculation of a structure of composition C42H105CrLiN7O8PS in a non-equilibrium geometry, from the Open Molecules 2025 dataset.

<S²>: 3.78
Gap between HOMO and LUMO (spin up / spin down): 5.86 / 5.84 eV
Charge: -1
2S+1: 4
Relative energy (zero: lowest compared OMol25 entry of this formula, charge and spin): 1.76 kcal per mole
Highest occupied orbital energy (spin up / spin down): -0.1615 / -0.1607 Ha

CARTESIAN COORDINATES (ANGSTROEM)
Cr (11.164744, -13.168993, -29.974361)
Li (12.224776, -8.083143, -30.024246)
P (9.516902, -14.689653, -29.405558)
O (8.231277, -15.456754, -29.003701)
O (10.814195, -14.483926, -28.585978)
O (9.376925, -13.177045, -29.333996)
O (10.178990, -14.567090, -30.798701)
S (11.749039, -10.536870, -30.025280)
O (11.392470, -11.502906, -31.048837)
O (11.728672, -11.571145, -28.992284)
O (13.071551, -9.962733, -30.201741)
O (10.847815, -9.423591, -29.835238)
C (10.100549, -13.012125, -38.249035)
C (10.193173, -11.844613, -37.254703)
N (11.320308, -11.896248, -36.330699)
C (11.303921, -10.875033, -35.268927)
C (10.150578, -11.078370, -34.300360)
C (12.668445, -11.985317, -36.922260)
C (13.026516, -10.834685, -37.897638)
H (10.868468, -13.068456, -39.020548)
H (9.162822, -12.932330, -38.798940)
H (10.015291, -13.913585, -37.642241)
H (10.242097, -10.905860, -37.806475)
H (9.332454, -11.835090, -36.586001)
H (12.259397, -10.991895, -34.757551)
H (11.224477, -9.887598, -35.723626)
H (10.354891, -10.532762, -33.379129)
H (9.173246, -10.762284, -34.665068)
H (10.166433, -12.124372, -33.994197)
H (12.774228, -12.974841, -37.366952)
H (13.438370, -11.949616, -36.151520)
H (12.560376, -10.977311, -38.872561)
H (14.104644, -10.799360, -38.054113)
H (12.811029, -9.843817, -37.497821)
C (8.084314, -10.556049, -30.908288)
C (6.608777, -10.400372, -31.266801)
N (5.834714, -11.663711, -31.113149)
C (6.277980, -12.811161, -31.871268)
C (6.003088, -12.653126, -33.366760)
C (4.371565, -11.413675, -31.027103)
C (3.963581, -10.417240, -29.932921)
H (8.694167, -9.660210, -31.025079)
H (8.518022, -11.301109, -31.575285)
H (8.147988, -10.871971, -29.867017)
H (6.255792, -9.599274, -30.617397)
H (6.465430, -10.089921, -32.301773)
H (5.758972, -13.703190, -31.520553)
H (7.302242, -13.131029, -31.679786)
H (4.924554, -12.642462, -33.524111)
H (6.511738, -13.469267, -33.879891)
H (6.537039, -11.776082, -33.732544)
H (3.852497, -11.220399, -31.965891)
H (3.940977, -12.376158, -30.750822)
H (3.925699, -9.365347, -30.216100)
H (2.906231, -10.659587, -29.826275)
H (4.457214, -10.566063, -28.972557)
C (9.430915, -6.954987, -31.100617)
C (10.548345, -7.271504, -32.098296)
N (11.919626, -6.730864, -31.738409)
C (12.844326, -6.923562, -32.886661)
C (13.429280, -8.381638, -32.893106)
C (11.830103, -5.289048, -31.472526)
C (11.358019, -4.403450, -32.563517)
H (9.634684, -7.256959, -30.073290)
H (8.544603, -7.473053, -31.466902)
H (9.190268, -5.892157, -31.076326)
H (10.633608, -8.358172, -32.097478)
H (10.199626, -6.993647, -33.092929)
H (12.362617, -6.655465, -33.826969)
H (13.673503, -6.224509, -32.777560)
H (12.640536, -9.125692, -33.004392)
H (14.191423, -8.541882, -33.655700)
H (13.990512, -8.558337, -31.975562)
H (12.790914, -4.924504, -31.109150)
H (11.240065, -5.127218, -30.570437)
H (10.352658, -4.659262, -32.898049)
H (12.001609, -4.312986, -33.438559)
H (11.306713, -3.436249, -32.063515)
C (14.736483, -15.904708, -29.892836)
C (13.437794, -15.071608, -29.576038)
N (13.159206, -13.954510, -30.523056)
C (13.095280, -14.400468, -31.936474)
C (12.385300, -13.483732, -32.906339)
C (14.250999, -12.940062, -30.439947)
C (14.717644, -12.450272, -29.044196)
H (14.658095, -16.785376, -29.255348)
H (15.657780, -15.374933, -29.650648)
H (14.772018, -16.093523, -30.965764)
H (12.558316, -15.713376, -29.628464)
H (13.517744, -14.744460, -28.539365)
H (14.048987, -14.659130, -32.396515)
H (12.587856, -15.364988, -31.918461)
H (11.312598, -13.375042, -32.746349)
H (12.789735, -12.473341, -32.966651)
H (12.561203, -13.816712, -33.929219)
H (13.957364, -12.049996, -30.996413)
H (15.136143, -13.349391, -30.926852)
H (13.921295, -12.356842, -28.305816)
H (15.196661, -11.483798, -29.200885)
H (15.479856, -13.089264, -28.598298)
C (15.156365, -6.645180, -29.411643)
C (14.494274, -7.436979, -28.257856)
N (13.005147, -7.305294, -28.257106)
C (12.616425, -5.924840, -27.927637)
C (11.149537, -5.718792, -27.626919)
C (12.531846, -8.295724, -27.287214)
C (12.877109, -8.006150, -25.813381)
H (16.198174, -6.926877, -29.564496)
H (15.127095, -5.575805, -29.202624)
H (14.666929, -6.767661, -30.377854)
H (14.760850, -8.487883, -28.370328)
H (14.947028, -7.094793, -27.327259)
H (13.178123, -5.600245, -27.051712)
H (12.893377, -5.257163, -28.743484)
H (10.442056, -6.146825, -28.337099)
H (10.937076, -6.206926, -26.675771)
H (10.885497, -4.666029, -27.526546)
H (12.907297, -9.261158, -27.626437)
H (11.448072, -8.383862, -27.363159)
H (13.923418, -8.229850, -25.605305)
H (12.429194, -8.714141, -25.116095)
H (12.535059, -7.045111, -25.429308)
C (7.820868, -13.115801, -24.609459)
C (8.757083, -12.230527, -25.381473)
N (8.011149, -11.066621, -25.928925)
C (8.862013, -10.371816, -26.908835)
C (8.315819, -9.038052, -27.414878)
C (7.511419, -10.098243, -24.885585)
C (8.563431, -9.411890, -23.956231)
H (7.622714, -12.749129, -23.602293)
H (8.323941, -14.072839, -24.471203)
H (6.930170, -13.414839, -25.162034)
H (9.457021, -11.976683, -24.585388)
H (9.208155, -12.802894, -26.192054)
H (9.828354, -10.140956, -26.460512)
H (8.994442, -11.097156, -27.711616)
H (8.545026, -8.233822, -26.715754)
H (8.836640, -8.735877, -28.323459)
H (7.262833, -9.130561, -27.680901)
H (6.792194, -10.597331, -24.236194)
H (6.945501, -9.318925, -25.395991)
H (9.333417, -8.888474, -24.523014)
H (9.086422, -10.116562, -23.309692)
H (8.138128, -8.667400, -23.283218)
C (12.551012, -11.445293, -25.828195)
C (12.349405, -12.964449, -25.803656)
N (13.290190, -13.552496, -24.856415)
C (14.682205, -13.716224, -25.398040)
C (15.680930, -13.731958, -24.310007)
C (12.800973, -14.852133, -24.397846)
C (11.445828, -14.809425, -23.718483)
H (11.748675, -10.960963, -26.384767)
H (13.527337, -11.201783, -26.247230)
H (12.485256, -11.093661, -24.798565)
H (11.346254, -13.127884, -25.409846)
H (12.319582, -13.455620, -26.776266)
H (14.686700, -14.648953, -25.962045)
H (14.972759, -12.935234, -26.100686)
H (16.661669, -13.755672, -24.785064)
H (15.713872, -12.847580, -23.673692)
H (15.609266, -14.626315, -23.691060)
H (13.610508, -15.195899, -23.753960)
H (12.834413, -15.601315, -25.188867)
H (10.628662, -14.843027, -24.439043)
H (11.364373, -13.922388, -23.090275)
H (11.269892, -15.616913, -23.007794)

Atoms 1-3, force components in eV/Å:
Cr -0.7 -0.6 1.2
Li 0.2 0.0 -0.1
P -4.3 -0.6 1.8

These are the Löwdin partial charges, in e, on atoms 1 to 99: 0.81, 0.55, 0.07, -0.37, -0.40, -0.39, -0.38, 0.25, -0.36, -0.36, -0.35, -0.35, -0.08, -0.25, -0.20, -0.26, -0.07, -0.24, -0.09, 0.06, 0.06, 0.08, 0.10, 0.11, 0.09, 0.10, 0.05, 0.07, 0.07, 0.10, 0.10, 0.06, 0.06, 0.06, -0.07, -0.23, -0.17, -0.25, -0.09, -0.25, -0.10, 0.04, 0.06, 0.07, 0.09, 0.09, 0.11, 0.11, 0.06, 0.07, 0.05, 0.10, 0.11, 0.06, 0.06, 0.08, -0.08, -0.23, -0.19, -0.23, -0.05, -0.30, -0.09, 0.05, 0.08, 0.07, 0.09, 0.12, 0.11, 0.11, 0.06, 0.07, 0.05, 0.11, 0.10, 0.08, 0.08, 0.08, -0.06, -0.21, -0.20, -0.24, -0.09, -0.21, -0.07, 0.07, 0.06, 0.06, 0.11, 0.10, 0.11, 0.12, 0.05, 0.06, 0.08, 0.09, 0.11, 0.05, 0.07

***

The following is a quantum chemistry calculation of the ion C4H10NS with charge -1 in a non-equilibrium geometry, from the Open Molecules 2025 dataset.

SMILES: CCNCC[S-]
Gap between HOMO and LUMO: 5.70 eV
Charge: -1
2S+1: 1
Relative energy (zero: lowest compared OMol25 entry of this formula, charge and spin): 41.13 kcal per mole
Highest occupied orbital energy: -0.0801 Ha

CARTESIAN COORDINATES (ANGSTROEM)
C (0.444295, -1.523816, 1.763707)
C (0.283171, -0.039680, 1.294301)
N (0.728012, -0.022832, -0.079258)
C (0.245434, 1.070900, -1.098486)
C (-0.949092, 0.709609, -2.016998)
S (-1.968625, 1.973181, -2.873834)
H (-0.352609, -2.220868, 1.621826)
H (1.371059, -1.900984, 1.344449)
H (0.611069, -1.515706, 2.810081)
H (0.761427, 0.776604, 1.794349)
H (-0.700558, 0.254767, 1.509507)
H (0.817970, -1.051950, -0.260341)
H (1.161168, 1.250890, -1.596657)
H (-0.071306, 1.942643, -0.470608)
H (-1.777361, 0.448688, -1.141987)
H (-0.604059, -0.151451, -2.600055)

Atoms 1-3, force components in eV/Å:
C 1.2 1.9 0.6
C 0.1 -1.2 -0.9
N -0.5 -0.5 -0.8

Here is what natural (NBO) gives for the atomic charges, in e: -0.63, -0.21, -0.68, -0.21, -0.55, -0.70, 0.21, 0.19, 0.20, 0.16, 0.16, 0.35, 0.17, 0.19, 0.17, 0.17

***

no.,molecular weight (g mol⁻¹)
1,54.5
2,577.5
3,958.3
4,104.2